No. 1
{
  "formula": "C4H11BMnNO5PS",
  "method": "the ωB97M-V functional and the def2-TZVPD basis",
  "orbital_gap_ev": [4.41, 4.45],
  "s2": 8.756,
  "multiplicity": 6,
  "charge": 2,
  "symbols": ["N", "B", "O", "C", "C", "S", "O", "O", "O", "C", "C", "P", "O", "H", "H", "H", "H", "H", "H", "H", "H", "H", "H", "H", "Mn"],
  "xyz": [[-2.027375, -1.237197, 1.211521], [-0.928456, -1.679690, 0.262652], [-0.851010, -3.150978, -0.039185], [0.155562, -0.713592, -0.508176], [-0.557687, -0.097595, -1.869854], [-0.268421, 1.751773, -2.094134], [1.211427, 1.979608, -2.594161], [-1.237245, 2.220708, -3.216648], [-0.406304, 2.628734, -0.637608], [-0.289851, 1.762514, 0.548782], [0.762636, 0.513547, 0.393386], [1.434638, -0.062758, 2.126512], [1.932853, 1.179669, 3.016311], [-2.457508, -2.129924, 1.600418], [-2.844274, -0.795449, 0.692813], [-0.190209, -3.239517, -0.801732], [1.064816, -1.409467, -0.837733], [0.000502, -0.629268, -2.781189], [-1.710586, -0.326133, -1.841732], [0.064210, 2.475294, 1.438679], [-1.349400, 1.343369, 0.821003], [1.727463, 0.940535, -0.164846], [0.513408, -0.926192, 2.828886], [2.629377, -0.859710, 1.821499], [3.621435, 0.461717, 0.624532]],
  "forces_ev_per_a": [[0.21, -1.69, -1.98], [-1.71, -3.00, 0.17], [1.52, 4.34, -0.78], [1.32, 0.47, -0.45], [0.30, -1.41, 0.64], [1.60, 3.27, -7.71], [-4.59, -1.63, 3.30], [3.01, -1.95, 5.55], [0.37, -3.07, -0.46], [-0.16, 0.71, 1.77], [-0.40, -0.81, -0.19], [-0.93, 4.82, 2.76], [-0.50, -3.92, -3.82], [0.66, 1.42, -0.49], [1.41, -0.24, 0.98], [-1.30, -0.36, 1.62], [-1.79, 1.52, 0.56], [-1.58, 1.70, 1.69], [2.28, 0.76, -0.37], [-0.78, -1.52, -2.07], [2.09, 0.46, -0.48], [-1.02, -0.14, 0.30], [0.61, 0.06, -0.72], [0.07, -0.47, -0.44], [-0.69, 0.70, 0.60]]
}

---

No. 2
{
  "formula": "C23H18BrMoN2O7S2",
  "method": "the ωB97M-V functional and the def2-TZVPD basis",
  "orbital_gap_ev": 6.27,
  "charge": 1,
  "symbols": ["Mo", "O", "C", "C", "C", "C", "C", "C", "C", "N", "C", "C", "N", "C", "C", "C", "C", "C", "C", "C", "O", "H", "H", "H", "H", "H", "H", "H", "H", "H", "H", "H", "H", "H", "H", "Br", "C", "C", "C", "C", "C", "C", "C", "O", "O", "H", "H", "H", "H", "O", "S", "O", "O", "S"],
  "xyz": [[0.099464, 1.107449, -0.815349], [-0.652872, 0.488773, -2.300311], [-0.669469, -0.431685, -3.248330], [-1.729074, -0.558496, -4.137933], [-1.664172, -1.527012, -5.117365], [-0.550072, -2.365054, -5.230905], [0.498863, -2.239562, -4.352275], [0.455688, -1.273908, -3.336510], [1.509052, -1.143104, -2.386545], [1.545212, -0.340517, -1.371210], [2.684451, -0.465384, -0.463141], [2.119319, -0.360580, 0.942542], [1.253348, 0.812792, 0.976417], [1.214131, 1.517170, 2.050919], [0.348065, 2.637241, 2.291514], [0.492206, 3.432880, 3.431174], [-0.377758, 4.476259, 3.665712], [-1.431135, 4.718053, 2.784803], [-1.606385, 3.938679, 1.657443], [-0.705281, 2.916554, 1.400496], [-0.783258, 2.169575, 0.295257], [-2.574622, 0.112074, -4.056029], [-2.486643, -1.629753, -5.811974], [-0.519501, -3.108251, -6.015130], [1.366513, -2.882365, -4.436800], [2.355685, -1.812677, -2.525021], [3.369393, 0.362405, -0.645403], [3.208312, -1.409771, -0.600563], [2.912788, -0.298210, 1.686045], [1.496777, -1.232474, 1.151939], [1.863823, 1.229766, 2.874946], [1.300916, 3.224870, 4.120873], [-0.242866, 5.104812, 4.534511], [-2.124936, 5.523936, 2.980594], [-2.411358, 4.120336, 0.957472], [-5.792649, 0.435079, -1.763498], [-4.919037, -0.428163, -0.320871], [-5.627936, -1.262986, 0.528177], [-4.968451, -1.880271, 1.580794], [-3.616098, -1.661339, 1.790777], [-2.913171, -0.837897, 0.921015], [-3.564949, -0.218543, -0.143750], [-1.456358, -0.578706, 1.121589], [-0.929335, -0.522267, 2.206619], [-0.767309, -0.491602, -0.033206], [-6.684331, -1.428130, 0.367583], [-5.514587, -2.535319, 2.245766], [-3.095155, -2.129256, 2.615428], [-3.022632, 0.424125, -0.819902], [-0.256289, 2.883581, -2.089867], [1.102134, 2.962343, -2.742775], [1.415906, 4.218412, -3.317360], [1.377097, 1.763867, -3.498420], [2.072946, 2.616852, -0.939765]],
  "forces_ev_per_a": [[1.62, 0.36, 0.48], [-1.37, -0.39, -1.48], [0.44, -0.85, -0.41], [-0.13, 0.34, 0.23], [0.15, -0.04, 0.03], [-0.11, -0.03, -0.09], [0.15, 0.01, 0.07], [-0.42, 0.31, -0.06], [-0.05, 0.02, 0.10], [0.47, -0.41, -0.21], [0.09, 0.14, 0.34], [0.03, -0.35, -0.22], [0.55, 0.21, 0.35], [-0.09, -0.10, -0.06], [-0.30, 0.17, -0.33], [0.08, -0.11, -0.02], [-0.03, 0.05, 0.03], [0.08, -0.05, 0.08], [-0.12, -0.18, -0.42], [0.51, 0.27, 0.93], [-1.56, 0.93, 0.75], [0.00, -0.03, 0.02], [0.00, 0.00, -0.01], [0.03, -0.01, 0.02], [-0.01, 0.00, 0.01], [0.02, -0.01, 0.07], [0.05, -0.05, -0.09], [-0.06, -0.03, -0.06], [-0.04, 0.08, 0.04], [0.00, 0.03, 0.08], [0.04, -0.06, -0.04], [-0.01, 0.01, 0.01], [-0.03, -0.02, 0.01], [0.02, 0.02, 0.00], [0.01, 0.01, 0.03], [0.01, -0.05, 0.07], [0.01, 0.06, -0.09], [-0.07, 0.01, -0.03], [0.06, -0.01, 0.06], [0.13, 0.04, 0.08], [0.00, 0.23, -0.30], [0.03, -0.17, 0.11], [0.08, -0.43, 0.56], [-0.10, 0.04, -0.22], [-0.12, 0.41, -0.13], [0.00, 0.00, 0.00], [-0.02, 0.01, -0.01], [-0.02, 0.01, 0.01], [0.00, 0.03, -0.09], [-0.24, -0.36, 0.21], [0.85, -0.05, -0.43], [-0.19, 0.19, 0.12], [-0.05, 0.20, -0.32], [-0.36, -0.42, 0.23]]
}

---

No. 3
{
  "formula": "C2H5N3O3",
  "method": "the ωB97M-V functional and the def2-TZVPD basis",
  "orbital_gap_ev": 9.83,
  "charge": 0,
  "symbols": ["C", "C", "H", "H", "H", "H", "H", "N", "N", "N", "O", "O", "O"],
  "xyz": [[1.074270, 0.536018, 0.035561], [-1.316368, 0.122471, -0.165256], [1.495049, -1.956869, 0.726459], [3.103169, -0.079108, -0.123704], [1.916345, 2.273256, 0.098704], [-1.488771, 1.170151, -0.578178], [-4.075473, -0.753904, -0.124478], [2.095083, -0.337997, -0.014705], [1.007035, 1.779058, 0.069897], [-2.228285, -0.752848, 0.036810], [1.907461, -1.685683, -0.088026], [-0.058502, -0.240685, 0.048559], [-3.431009, -0.073860, 0.078358]],
  "forces_ev_per_a": [[-1.56, -0.75, -0.64], [-0.87, 1.56, -0.74], [-0.27, -0.15, 0.66], [-1.81, -0.10, 0.27], [-0.76, -0.58, -0.10], [0.07, -1.32, 0.98], [-0.22, -0.11, 0.02], [3.03, 0.67, 0.19], [0.84, 1.63, 0.13], [1.57, 0.88, 0.49], [0.25, -0.73, -0.90], [0.68, -1.16, 0.19], [-0.94, 0.18, -0.56]]
}

---

Number 1: total energy -2504.46651 Ha. Number 2: total energy -4961.87840 Ha. Number 3: total energy -469.04996 Ha.